[1]
11
Properties=species:S:1:pos:R:3:forces:R:3:lowdin_charge:R:1 method="wB97M-V/def2-TZVPD" homo_lumo_gap_ha=0.358 spin_multiplicity=1 lumo_energy_ha=0.0063 e_tot_ev=-7660.32513
C -0.598854 -0.090143 -0.193027 -0.75 0.56 -1.59 -0.470
C -1.784837 -0.877431 -0.425851 -0.88 0.23 -0.62 -0.155
H -1.592086 1.535268 0.194612 -0.07 -0.11 0.56 0.106
H 2.069413 -1.231520 0.031164 0.48 -0.24 -0.34 0.073
N -2.722627 -1.508427 -0.624634 0.00 -0.08 0.11 0.167
H 2.330804 0.435480 -0.482891 -0.29 0.16 0.73 0.089
C 1.599442 -0.259996 -0.044623 0.27 -0.13 0.93 -0.134
N -0.837392 1.015246 0.641664 0.21 -0.12 0.00 0.109
H 1.150062 -0.185439 0.984196 1.81 1.09 -0.32 0.092
N 0.427713 -0.467402 -0.836511 -0.80 -1.12 0.62 0.032
H -0.041642 1.634361 0.755906 0.02 -0.24 -0.09 0.090


[2]
57
Properties=species:S:1:pos:R:3:forces:R:3:lowdin_charge:R:1 method="wB97M-V/def2-TZVPD" homo_lumo_gap_ha=0.273 charge=+2 spin_multiplicity=1 lumo_energy_ha=-0.2304 e_tot_ev=-137175.45840
C -3.379795 -0.409448 -0.754523 0.05 0.02 0.03 -0.050
H 3.752632 2.216365 0.814843 0.05 0.02 -0.01 0.141
H 2.275362 -1.818990 -1.888317 -0.01 0.06 -0.03 0.100
H 2.430422 -0.353567 -0.158250 0.05 0.04 0.02 0.072
C 3.158061 -1.476607 -3.797806 0.00 -0.02 0.06 -0.049
N 0.035525 -0.277571 -2.340975 0.06 -0.02 0.06 -0.273
C -2.361058 -0.148057 0.330062 0.00 -0.02 0.06 -0.233
H -0.544287 1.349351 4.518356 0.00 -0.01 -0.01 0.081
H -2.777266 3.237592 0.705613 0.00 -0.01 -0.01 0.072
H 4.027167 -2.083486 -3.576744 0.00 0.00 -0.03 0.115
H 3.824365 -1.090175 -5.829091 0.00 0.00 0.02 0.119
C -0.265824 -2.187235 2.808081 -0.03 0.07 -0.03 -0.033
H 1.810917 1.120528 -0.502723 0.08 0.02 0.01 0.107
C -1.170504 2.772608 2.484122 -0.01 -0.08 -0.04 -0.037
C 1.938354 -0.208696 -5.469968 0.03 -0.03 -0.04 0.010
H -2.055873 3.167685 2.987630 0.02 -0.01 0.00 0.109
N 1.821320 0.378627 0.191800 0.03 -0.01 -0.09 0.033
C -0.239033 0.421225 4.044723 -0.02 0.00 -0.09 -0.029
C 2.187662 0.875711 1.518711 0.01 -0.11 -0.07 -0.216
C -1.388926 1.361743 1.979186 0.03 0.03 0.06 -0.176
H 1.810302 0.194768 -6.465381 -0.01 0.01 0.03 0.131
C 0.907674 -0.006607 -4.500573 -0.14 0.01 0.10 -0.361
H 1.443895 1.614105 1.814301 -0.05 -0.01 0.03 0.118
C 3.034916 -0.914537 -5.111121 0.00 0.00 -0.02 -0.045
H -3.104438 -1.249806 -1.389471 0.01 0.01 0.00 0.080
Se -1.166458 0.655003 -3.287684 -0.40 0.05 0.32 1.232
H 0.052939 -2.951993 2.102478 0.00 0.00 0.01 0.083
H 4.590421 -0.063956 2.521575 0.00 -0.03 0.03 0.178
C -1.714923 -1.247791 0.954143 -0.19 -0.17 0.15 -0.257
C 3.547808 1.555504 1.654755 -0.14 0.02 -0.04 -0.102
C -2.084387 -2.666127 0.542832 0.05 0.09 0.00 -0.011
C 2.207373 -1.306526 -2.843337 0.03 -0.09 0.05 -0.047
H -3.550167 0.459369 -1.384980 0.03 -0.01 -0.01 0.051
Cu -0.157867 -0.483783 -0.289766 -0.02 0.25 -0.18 0.367
N 4.697079 0.571178 1.727741 -0.01 0.04 -0.03 0.207
H -0.345068 2.832605 3.189048 0.00 0.00 0.01 0.067
H 4.775438 0.004748 0.881448 0.00 -0.02 -0.03 0.170
H 3.589432 2.138311 2.572573 0.03 -0.02 0.03 0.142
H -1.870393 -3.377983 1.334309 0.01 0.01 -0.02 0.079
H -0.952247 -2.661425 3.515342 0.02 0.00 -0.01 0.111
C -2.163296 1.156188 0.824905 0.01 0.03 -0.07 -0.173
H 0.856186 0.389719 4.050987 -0.03 0.01 0.03 0.072
H 2.095763 0.052202 2.231740 -0.02 0.04 0.01 0.115
H -3.152145 -2.730584 0.341299 0.00 0.01 -0.01 0.093
C -0.838713 0.265909 2.661946 -0.05 0.05 0.06 -0.198
H -4.342253 -0.653792 -0.293695 0.02 -0.01 -0.02 0.116
H -3.955031 2.101352 0.094793 0.01 -0.01 -0.01 0.101
H -0.943215 3.447702 1.658885 -0.01 0.00 0.02 0.085
N -0.215690 0.650024 -4.739218 0.35 0.01 -0.23 -0.209
H 0.607207 -1.872598 3.378587 -0.01 0.00 -0.01 0.071
H -2.525366 2.476225 -0.857713 -0.02 0.01 -0.02 0.076
H 5.588994 1.058019 1.845418 0.04 0.02 0.01 0.181
C -0.925035 -1.019938 2.107586 0.03 -0.09 -0.02 -0.199
C -2.886006 2.306856 0.159743 0.03 -0.07 0.06 -0.018
H -1.565487 -3.005130 -0.357399 -0.03 0.01 0.00 0.096
H -0.579217 -0.386422 4.692323 0.03 0.00 -0.01 0.095
C 1.047252 -0.538691 -3.161448 0.08 -0.07 -0.09 -0.362


[3]
14
Properties=species:S:1:pos:R:3:forces:R:3:lowdin_charge:R:1 method="wB97M-V/def2-TZVPD" homo_lumo_gap_ha=0.317 charge=+1 spin_multiplicity=1 smiles="NC[C@H](I)C=[NH2+]" lumo_energy_ha=-0.1894 e_tot_ev=-14313.63850
N 0.844005 1.611067 -0.347131 -1.91 -0.30 0.28 0.204
H 1.230074 -1.072396 1.186307 0.05 0.22 2.51 0.073
H -0.739122 -2.141128 0.019591 1.78 2.56 -0.22 0.161
N 1.241379 -0.957665 0.221263 -1.55 0.85 -0.93 0.019
C -0.149935 -1.081015 -0.240096 -1.92 -3.44 -0.48 -0.343
C -1.032916 0.033221 0.284392 1.02 -0.37 2.35 -0.705
H -0.122027 -1.152309 -1.336368 -0.17 0.53 0.19 0.121
H 1.647477 -1.804340 -0.035325 1.46 -1.56 -1.13 0.081
I -3.188758 -0.263918 -0.141271 1.52 0.47 0.15 0.889
H -0.907696 -0.032949 1.461317 -0.71 0.22 -1.97 0.155
C -0.429184 1.349554 -0.023220 2.72 0.67 -1.52 -0.067
H -1.064511 2.175862 -0.076044 -1.04 1.37 0.02 0.108
H 1.494443 0.780245 -0.253758 -0.34 0.49 -0.26 0.114
H 1.176773 2.555774 -0.719656 -0.90 -1.71 1.01 0.190


[4]
9
Properties=species:S:1:pos:R:3:forces:R:3:mulliken_spin:R:1 method="wB97M-V/def2-TZVPD" homo_lumo_gap_ha="0.233 / 0.241" spin_multiplicity=3 lumo_energy_ha="0.0090 / -0.1222" e_tot_ev=-77290.07046
H -0.127566 2.185353 0.047585 1.13 1.72 0.20 0.095
C 0.288707 -1.677348 0.647182 2.07 1.45 -0.12 0.009
Br 2.233789 0.125912 -0.858198 -1.35 -0.50 1.12 0.034
O -1.833199 2.109670 -1.003178 -4.18 2.24 -3.70 0.976
H -0.797147 -1.828006 0.906958 1.58 -0.10 -0.13 0.000
O -0.646631 0.290955 -0.372037 1.31 -2.93 0.06 0.118
C 0.587393 -0.484274 0.048106 -2.70 0.39 -1.20 0.016
C -0.915465 1.630032 -0.352331 4.54 -3.50 4.43 0.751
H 1.210115 -2.352297 0.935917 -2.41 1.24 -0.67 0.001


[5]
82
Properties=species:S:1:pos:R:3:forces:R:3:mulliken_spin:R:1 method="wB97M-V/def2-TZVPD" homo_lumo_gap_ha="0.274 / 0.282" charge=+2 spin_multiplicity=2 lumo_energy_ha="-0.1873 / -0.1807" e_tot_ev=-115042.58133
C 0.266148 -3.768451 -2.385317 -0.09 0.14 -0.03 0.007
H 0.662318 2.078146 -4.580027 -0.02 0.02 0.01 0.000
C -3.770564 5.047307 3.104324 -0.01 0.01 -0.05 0.000
H -4.950148 4.150551 -0.027937 -0.01 -0.04 0.01 0.000
C 3.137656 -1.110171 4.055679 0.11 -0.04 -0.17 -0.001
C 2.400071 -4.248938 0.573213 -0.10 -0.02 -0.02 -0.009
S 1.584953 -1.218204 4.792661 -0.16 0.01 -0.24 0.000
O 1.527750 -0.797041 -1.832632 0.06 0.09 -0.44 -0.007
C 2.010044 -6.823587 1.564651 0.02 0.00 -0.01 0.000
S -0.352448 -3.811002 0.355553 0.33 -0.70 -0.24 -0.003
N -0.490848 -1.264055 3.048827 0.22 -0.04 0.13 0.007
C -1.306451 2.761340 -4.047690 -0.13 0.06 -0.02 0.000
H 1.203156 -3.425681 -1.941891 0.05 -0.04 -0.07 0.000
H -1.637873 -4.439515 -1.575389 -0.01 0.01 0.09 0.000
H 1.028922 -2.333364 -4.489130 -0.01 0.00 -0.01 -0.001
C 4.070347 -0.991631 1.708042 0.42 -0.03 -0.09 0.010
H -3.086103 7.072946 1.379694 0.01 -0.01 -0.01 0.000
S 6.205144 -0.882806 0.341099 -0.24 0.00 -0.17 0.000
C 1.124603 -4.747190 0.773618 -0.20 0.16 0.04 -0.002
C -0.304724 4.390693 -0.079722 0.21 -0.08 -0.15 0.003
H 2.554304 -3.252818 0.182486 0.09 0.01 -0.05 0.002
C -1.067360 2.379863 0.986796 0.12 0.41 -0.21 -0.007
H -4.665231 5.581189 3.427861 -0.01 -0.03 0.04 0.000
C -0.223589 1.897439 -3.982455 0.20 -0.03 -0.02 0.001
N 3.638126 -0.923124 0.380885 -0.29 0.04 0.08 -0.039
C 3.489648 -5.055297 0.869472 0.06 0.04 0.00 0.004
C -2.476780 1.419905 -2.427008 -0.04 -0.01 0.09 0.002
C 0.845111 -1.197790 3.228879 0.14 -0.09 0.23 -0.011
C -0.125892 3.064228 0.232671 -0.52 -0.04 0.18 0.006
H -0.853739 -1.957503 -2.145605 -0.05 -0.15 -0.07 0.002
H 4.147158 -6.963832 1.588629 0.01 0.01 0.00 0.000
H -3.279763 3.191060 -3.324220 0.02 0.02 -0.01 0.000
O 0.099898 -2.364238 0.144309 0.11 0.20 -0.10 -0.014
H -2.931860 2.410127 2.029747 -0.01 0.01 -0.02 0.000
C -2.432559 2.520624 -3.274986 0.09 -0.01 -0.01 0.000
H -1.272749 3.621483 -4.702462 0.04 -0.01 0.01 0.000
C 5.408185 -0.984952 1.868606 -0.14 0.06 0.08 0.002
C -1.405177 0.546880 -2.357137 -0.03 0.01 0.18 0.007
H -4.826338 6.827708 1.368287 0.00 0.01 -0.01 0.000
H 5.978401 -1.010457 2.782339 -0.02 -0.02 -0.01 0.000
C 3.295400 -6.337622 1.360821 -0.04 -0.05 0.02 0.000
H -0.303107 -5.554610 -1.250268 -0.02 -0.03 0.10 0.000
C -0.286680 0.792901 -3.143694 0.28 -0.05 0.11 -0.002
H -0.402320 -1.315143 -4.730256 0.09 0.06 -0.07 0.000
H -2.900397 5.575357 3.497157 0.00 0.00 -0.01 0.000
H 5.323116 -0.670530 -2.375953 -0.01 0.01 -0.03 0.000
H -1.440912 -0.300940 -1.686861 -0.05 0.17 0.06 -0.002
C -1.472609 4.995874 0.372796 -0.13 0.06 0.03 0.000
C 4.665230 -0.868059 -0.451363 0.26 -0.05 0.05 0.013
C -2.220882 2.975060 1.440158 -0.02 -0.21 0.06 -0.003
H -3.795948 4.049792 3.546738 0.02 0.00 0.00 0.000
H -1.623602 6.038849 0.132869 0.00 -0.04 -0.02 0.000
C -0.517869 -2.586997 -2.966029 0.11 -0.14 0.09 0.002
C 3.024449 -1.080209 2.712275 -0.04 -0.07 0.48 0.021
H -0.845887 -0.787226 2.230770 -0.10 0.09 -0.06 0.007
H 4.035085 -1.075069 4.650599 -0.02 -0.01 0.02 0.000
H -1.412141 -2.976640 -3.455662 -0.02 0.05 -0.03 0.000
H -4.929797 3.150738 1.437029 0.00 -0.01 -0.01 0.000
C -4.939217 4.175317 1.064247 0.04 0.08 0.00 0.000
H 0.421160 4.937587 -0.667010 0.01 0.00 0.03 0.000
H 4.494243 -4.685807 0.709853 -0.01 0.03 0.00 0.000
H -3.890547 6.422164 -0.066560 0.04 0.04 0.01 0.000
N 4.532477 -0.858762 -1.784893 0.08 0.04 0.18 0.001
H 3.600586 -0.736521 -2.144718 -0.06 0.01 -0.10 0.000
H 0.523992 -4.463440 -3.186148 0.01 -0.05 0.04 0.000
O -0.641213 1.072661 1.139442 0.00 -0.32 0.01 -0.051
O 0.882665 2.199052 -0.123884 0.39 -0.15 -0.11 0.000
S 1.115704 -0.309603 -3.236412 -0.71 -0.07 -0.27 0.006
C -3.878726 6.412298 1.025317 0.00 -0.05 0.03 0.000
H -3.356177 1.243131 -1.821686 0.03 -0.01 0.02 0.000
N 1.717151 -1.146108 2.232691 0.05 0.20 0.86 -0.006
H -1.061786 -1.174762 3.874005 -0.08 0.01 -0.02 -0.001
C -3.735506 4.989320 1.569877 -0.15 0.00 0.03 0.000
H -5.868152 4.639147 1.398829 0.00 0.00 0.00 0.000
H -0.092040 -6.391126 1.438870 0.03 -0.03 0.03 0.000
C 0.256510 -1.752780 -3.982189 0.29 0.07 0.26 0.001
C -0.573540 -4.505133 -1.344779 0.03 0.34 0.10 0.000
Ti 1.483699 -0.917078 0.202890 0.47 -1.72 -1.06 1.019
B 0.567947 0.965347 0.426716 -0.96 1.76 0.24 0.032
C -2.445221 4.316336 1.111762 0.14 0.05 -0.05 0.000
H 1.857234 -7.820908 1.953435 0.01 0.00 0.00 0.000
C 0.915904 -6.025715 1.274475 -0.17 0.06 0.04 0.000


[6]
15
Properties=species:S:1:pos:R:3:forces:R:3:lowdin_charge:R:1 method="wB97M-V/def2-TZVPD" homo_lumo_gap_ha=0.280 charge=+1 spin_multiplicity=1 lumo_energy_ha=-0.1932 e_tot_ev=-9853.01102
C -0.164479 -0.727944 -0.163300 2.62 3.69 2.43 0.052
N -0.440135 1.788038 0.451423 1.05 -3.30 -5.37 0.140
H 0.088598 -0.852931 -3.258175 -0.64 -0.19 0.52 0.120
H 0.298140 -2.146765 -2.057806 -0.45 -0.18 -0.48 0.098
C 0.624892 0.168374 2.002291 -0.77 1.78 -0.07 -0.111
O 0.910101 0.932471 3.041774 0.35 3.64 -1.24 0.092
H -0.556817 2.059115 -0.571387 0.40 -0.77 2.12 0.161
H -1.362712 -1.868229 -2.775526 -0.10 0.15 0.13 0.106
C 0.074982 0.567317 0.795931 -1.30 -4.08 -2.01 -0.213
H -0.611080 2.475320 1.044622 -0.94 3.38 3.40 0.041
H 0.503742 -1.631829 0.135312 -1.59 1.14 -0.83 0.176
C -0.426459 -1.425410 -2.461065 1.47 0.04 0.55 0.056
H 0.949526 1.945587 2.777371 -0.18 -2.80 0.88 0.197
H 0.750905 -0.797700 2.369281 0.10 -2.04 -0.54 0.125
O -0.639206 -0.485415 -1.330746 -0.01 -0.45 0.51 -0.041